No. 1
26
Properties=species:S:1:pos:R:3:nbo_charge:R:1 method="wB97M-V/def2-TZVPD" e_lumo_ev=0.432 relative_energy_kcal_mol=19.19 homo_energy_ev=-7.84
C -2.65674 1.50046 -0.32257 -0.932
P -0.85290 0.96830 -0.77018 0.707
N -0.20727 1.69282 0.61694 -0.744
C 0.95427 1.44549 1.03118 0.167
C 2.11781 0.86589 0.26694 -0.415
C 1.71155 0.69377 -1.21436 -0.262
C 1.88057 -0.63474 -1.51734 -0.183
C 2.44186 -1.33340 -0.30484 -0.234
C 2.50303 -0.44678 0.67697 -0.138
P -0.91234 -0.92046 0.23921 1.157
C -2.66456 -1.54680 -0.04481 -0.959
N -0.18844 -1.18499 1.64368 -1.219
H -3.25943 1.41360 -1.20971 0.237
H -2.66116 0.98151 0.68736 0.247
H -2.61171 2.56556 -0.34901 0.238
H 1.26629 1.93100 2.07092 0.187
H 3.06901 1.45341 0.31454 0.267
H 1.90541 1.62613 -1.79153 0.243
H 1.82030 -1.24228 -2.39841 0.222
H 2.68893 -2.29626 -0.15355 0.214
H 2.95719 -0.69864 1.64040 0.224
H -0.31497 -1.86874 -0.66692 -0.095
H -3.31616 -0.74570 0.41037 0.232
H -2.93556 -2.53108 0.40900 0.258
H -2.94398 -1.44129 -1.08051 0.235
H 0.20900 -0.24679 1.81622 0.345



No. 2
83
Properties=species:S:1:pos:R:3:mulliken_spin:R:1 method="wB97M-V/def2-TZVPD" multiplicity=6 charge=-1 e_lumo_ev="-0.482 / -0.482" s_squared=9.335 relative_energy_kcal_mol=0.00 homo_energy_ev="-5.41 / -5.41"
Dy 8.06835 14.18920 14.27415 4.937
C 12.25328 16.23146 13.64792 0.000
C 12.33295 14.87482 13.05160 0.000
N 13.27024 14.62498 12.16687 0.000
C 13.37368 13.40962 11.61980 0.000
C 12.46510 12.43699 11.89116 0.000
C 12.58566 11.09467 11.12143 0.000
O 11.76256 11.18943 9.95594 0.000
C 11.36460 12.65898 12.74880 0.000
C 10.36205 11.64912 12.94991 0.001
N 9.36025 11.72112 13.73947 0.005
C 8.36693 10.77308 13.58987 0.004
C 6.76056 9.50163 12.10682 0.000
C 5.47238 9.23225 12.65016 0.000
C 4.80622 9.61908 13.84730 0.000
C 5.39832 10.14995 14.95388 0.001
C 6.73265 10.08759 14.98123 -0.001
I 8.51200 13.65425 17.28384 -0.002
C 11.25071 13.97098 13.29353 0.003
O 10.19948 14.36405 13.90434 0.034
H 13.07886 16.84345 13.19992 0.000
H 12.32886 16.26613 14.75688 0.000
H 11.33167 16.78643 13.39255 0.000
H 14.10788 13.17731 10.87612 0.000
H 12.31603 10.28773 11.80354 0.000
H 13.66794 10.95416 10.90236 0.000
H 11.47642 10.31611 9.65747 0.000
H 10.64833 10.72238 12.42731 -0.001
H 6.95476 8.95839 11.20095 0.000
H 4.88152 8.62814 11.97943 0.000
H 3.72674 9.46625 13.81613 0.000
H 4.93063 10.76456 15.69127 0.000
C 10.17494 16.96019 16.37909 0.000
O 9.55159 16.78138 15.12220 0.024
C 9.19658 17.89282 14.50180 0.010
C 9.11591 19.14234 15.02712 0.000
C 8.61163 20.19970 14.30070 0.000
Br 8.79967 21.93210 15.15223 0.000
C 8.16046 20.14458 13.00071 0.000
C 8.18667 18.83223 12.44858 0.000
C 8.72672 17.77071 13.18802 -0.012
O 8.81071 16.53229 12.67301 -0.013
C 7.72635 18.63354 11.11476 0.000
N 8.06004 17.62658 10.30221 0.000
C 7.41262 17.89198 9.12809 0.000
C 7.34409 17.11600 7.97310 0.000
C 6.63728 17.61211 6.91813 0.000
C 5.96148 18.81929 7.00348 0.000
C 6.00036 19.65561 8.12481 0.000
C 6.71838 19.10723 9.17034 0.000
N 6.96970 19.54792 10.45142 0.000
H 9.48165 17.38239 17.09220 0.000
H 10.95157 17.72176 16.25313 0.000
H 10.59042 16.00667 16.75367 0.000
H 9.35259 19.36543 16.06658 0.000
H 7.71606 20.96839 12.55108 0.000
H 8.53963 16.56576 11.70325 0.000
H 7.82610 16.16231 7.91522 0.000
H 6.62480 17.01787 5.99940 0.000
H 5.32143 19.10078 6.14366 0.000
H 5.54780 20.61001 8.24958 0.000
H 6.49524 20.29485 10.86143 0.000
O 5.47180 15.40765 12.78615 0.003
P 5.40712 16.16651 14.24981 -0.001
O 4.79670 17.49946 14.40381 0.000
O 6.84941 16.02385 14.69259 0.009
O 4.54923 15.05803 15.05646 0.000
P 4.74252 13.44037 14.89919 0.002
O 4.80889 12.99616 16.43268 0.000
O 3.61250 12.84486 14.18133 0.000
O 6.15252 13.20320 14.35194 0.057
H 4.69670 14.89256 12.48050 0.000
H 5.54973 13.39576 16.90421 0.000
N 8.41278 13.26828 9.93984 0.000
C 8.17066 12.68428 11.15320 -0.006
O 7.88786 13.42692 12.14711 -0.058
C 8.14935 11.24892 11.21773 0.003
C 7.73513 10.51220 12.38084 0.000
N 7.92935 10.06302 14.73616 0.000
C 8.46401 10.55118 10.03864 0.000
N 8.77348 9.92161 9.12828 0.000
H 8.49937 14.25606 9.86074 0.000
H 9.04493 12.77120 9.35019 0.000



No. 3
127
Properties=species:S:1:pos:R:3:lowdin_charge:R:1 method="wB97M-V/def2-TZVPD" charge=-1 e_lumo_ev=1.978 relative_energy_kcal_mol=40.23 homo_energy_ev=-5.24
C 0.68923 -2.88160 3.49824 0.010
C -0.69995 -2.28471 3.94630 -0.504
O -0.68806 -1.58785 4.93856 0.039
N -1.86252 -2.61467 3.22651 0.043
C -2.85492 -1.52893 3.15667 -0.180
C -2.80543 -0.61134 1.86907 -0.144
C -1.46125 -0.59331 1.05852 -0.164
C -0.56700 0.68607 1.33776 -0.104
C 0.01796 1.37673 0.05338 -0.536
N -1.08138 1.96662 -0.73347 0.105
O 0.80037 2.49056 0.48519 0.017
C 2.15627 2.17945 0.72034 -0.350
O 2.95580 2.62611 -0.03821 0.147
C 2.70692 1.34788 1.94352 -0.649
O 3.74847 0.70631 1.72271 -0.034
O 2.17007 1.34121 3.09536 -0.060
S 0.87966 0.21452 -1.12078 0.747
C 1.89402 -1.02885 -0.20637 -0.100
O -0.07674 -0.60026 -1.90606 -0.352
O 1.69531 0.91638 -2.12839 -0.329
H 0.50857 -3.91732 3.11901 0.065
H 1.13709 -2.25909 2.69231 0.071
H 1.30451 -2.94337 4.42191 0.090
H -1.66691 -3.04678 2.32739 0.121
H -2.86175 -0.86693 4.05585 0.117
H -3.86850 -2.01654 3.15412 0.092
H -3.08204 0.42268 2.20274 0.083
H -3.63487 -0.93121 1.18967 0.102
H -1.75258 -0.59347 -0.02762 0.097
H -0.80481 -1.48294 1.19320 0.091
H 0.25884 0.34015 2.02151 0.101
H -1.12713 1.44614 1.94291 0.125
H -1.31189 2.81963 -0.21154 0.080
H -1.91604 1.38252 -0.67199 0.074
H 1.73755 -2.04976 -0.63251 0.080
H 1.61178 -1.00790 0.87589 0.043
H 2.96766 -0.75811 -0.35214 0.074
C -4.47545 4.37292 2.16175 -0.082
C -3.56059 3.20417 1.84951 -0.324
O -4.05174 2.47047 0.72856 -0.096
H -5.48747 4.02049 2.37457 0.063
H -4.11060 4.93580 3.02289 0.078
H -4.54497 5.04900 1.30499 0.076
H -3.51044 2.52190 2.69833 0.106
H -2.54699 3.55305 1.62649 0.105
H -4.08499 3.07519 -0.02235 0.085
C 0.96660 1.21783 -6.35450 -0.098
C -0.08984 1.87963 -5.48856 -0.328
O -0.52053 0.99638 -4.46629 -0.097
H 0.57282 0.30455 -6.80658 0.069
H 1.29971 1.89018 -7.14983 0.063
H 1.83238 0.93028 -5.75289 0.073
H -0.96251 2.14707 -6.08841 0.104
H 0.30422 2.79101 -5.02497 0.109
H 0.25483 0.77029 -3.93038 0.036
C 5.70473 1.20653 -2.50475 -0.084
C 5.77606 2.65403 -2.95434 -0.322
O 4.49249 3.25694 -2.88280 -0.095
H 5.00383 0.64747 -3.12816 0.075
H 6.68700 0.72996 -2.56235 0.067
H 5.34164 1.13947 -1.47586 0.075
H 6.11806 2.71750 -3.98922 0.096
H 6.47038 3.22298 -2.32532 0.107
H 4.20096 3.20477 -1.96369 0.060
C -7.53089 -0.72428 3.67218 -0.084
C -6.69474 -0.63830 2.41051 -0.302
O -5.75140 -1.70523 2.36376 -0.111
H -6.89260 -0.68421 4.55717 0.078
H -8.25111 0.09508 3.71865 0.066
H -8.07421 -1.67289 3.71227 0.071
H -6.13815 0.29906 2.38460 0.108
H -7.32810 -0.68839 1.51880 0.106
H -6.24393 -2.53418 2.37628 0.091
C 3.73928 -6.61156 1.84063 -0.097
C 2.35648 -5.99279 1.87444 -0.320
O 1.76979 -6.01283 0.57442 -0.088
H 4.38272 -6.07062 1.14264 0.081
H 4.19591 -6.59411 2.82653 0.048
H 3.69108 -7.64828 1.49381 0.075
H 2.41186 -4.95412 2.19989 0.098
H 1.70153 -6.53655 2.56394 0.110
H 1.71396 -6.93311 0.29471 0.075
C -9.42718 2.21408 -0.13964 -0.093
C -9.47548 2.91096 1.20694 -0.320
O -8.31961 2.59318 1.97421 -0.093
H -9.36520 1.13209 -0.00792 0.072
H -10.31425 2.44674 -0.73272 0.072
H -8.54038 2.51924 -0.70118 0.074
H -10.34982 2.58788 1.77307 0.110
H -9.52757 3.99755 1.08071 0.107
H -7.54806 2.88823 1.47565 0.069
C -2.89758 -1.08877 7.50435 -0.091
C -3.64554 -2.33767 7.92564 -0.327
O -4.04231 -3.08831 6.78150 -0.093
H -3.52327 -0.46711 6.86030 0.074
H -2.59406 -0.50131 8.37434 0.072
H -2.00658 -1.35036 6.92859 0.052
H -4.54753 -2.07738 8.48202 0.105
H -3.01755 -2.97015 8.56281 0.104
H -3.24209 -3.32460 6.29654 0.076
C 4.37495 4.54708 -5.91434 -0.083
C 4.45253 5.99293 -6.36293 -0.317
O 3.16432 6.60116 -6.29226 -0.092
H 3.67352 3.98934 -6.53940 0.073
H 5.35475 4.06820 -5.97029 0.071
H 4.01058 4.47932 -4.88706 0.059
H 4.79709 6.05571 -7.39609 0.089
H 5.14599 6.56089 -5.73352 0.109
H 2.87001 6.55046 -5.37560 0.081
C 5.46122 -10.06179 4.80302 -0.095
C 5.53343 -8.61195 4.36258 -0.317
O 4.25051 -7.99993 4.44727 -0.107
H 4.75380 -10.61497 4.18213 0.076
H 6.44017 -10.54076 4.73414 0.072
H 5.10707 -10.13519 5.83479 0.071
H 5.86642 -8.54373 3.32624 0.111
H 6.23417 -8.05003 4.98841 0.111
H 3.96215 -8.05231 5.36600 0.089
C 5.53281 4.25877 -11.45046 -0.098
C 5.46446 4.95180 -10.10278 -0.332
O 6.62764 4.65730 -9.33529 -0.088
H 5.61917 3.17837 -11.32024 0.077
H 4.64248 4.47206 -12.04576 0.072
H 6.41456 4.58542 -12.00900 0.069
H 4.59653 4.60775 -9.53970 0.110
H 5.38867 6.03749 -10.22432 0.109
H 7.39164 4.97174 -9.83139 0.078



No. 4
14
Properties=species:S:1:pos:R:3:nbo_charge:R:1 method="wB97M-V/def2-TZVPD" multiplicity=3 charge=+1 e_lumo_ev="-5.230 / -8.415" s_squared=2.022 relative_energy_kcal_mol=47.93 homo_energy_ev="-11.40 / -15.58"
C 1.28272 -1.35072 -0.00501 -0.224
C -0.09815 -1.16501 -0.05322 -0.245
C 0.60196 1.26824 -0.04786 0.098
C 2.23147 -0.37062 -0.03283 0.409
C -0.72559 0.02839 -0.06351 0.332
C -2.10041 0.63704 -0.00845 -0.700
O 1.79054 0.93441 -0.01475 -0.439
H 1.54443 -2.34147 0.08136 0.260
H -0.83954 -1.91518 0.00259 0.249
H 0.48293 2.37567 0.05413 0.214
H 3.23619 -0.37412 -0.07072 0.229
H -2.21812 1.72677 0.35992 0.278
H -2.61698 0.14960 0.68972 0.261
H -2.57146 0.39699 -0.89136 0.280



In order of appearance, electronic energy = -30075.963, -189439.410, -80979.280, -8368.946 eV.